No. 1
{
  "formula": "C24H57N10O6",
  "method": "the ωB97M-V functional and the def2-TZVPD basis",
  "symbols": ["O", "O", "O", "O", "O", "O", "N", "N", "N", "N", "N", "N", "N", "N", "N", "N", "C", "C", "C", "C", "C", "C", "C", "C", "C", "C", "C", "C", "C", "C", "C", "C", "C", "C", "C", "C", "C", "C", "C", "C", "H", "H", "H", "H", "H", "H", "H", "H", "H", "H", "H", "H", "H", "H", "H", "H", "H", "H", "H", "H", "H", "H", "H", "H", "H", "H", "H", "H", "H", "H", "H", "H", "H", "H", "H", "H", "H", "H", "H", "H", "H", "H", "H", "H", "H", "H", "H", "H", "H", "H", "H", "H", "H", "H", "H", "H", "H"],
  "coordinates": [[5.228, 4.255, -7.877], [0.702, 0.735, -5.343], [-7.797, 0.086, 12.202], [6.494, 0.637, -6.591], [-6.503, -1.463, 6.582], [-3.372, -4.959, 4.270], [3.815, 1.105, -1.866], [-6.832, -2.398, 8.592], [6.558, 3.356, -6.323], [1.600, 0.836, -2.700], [1.528, 1.731, -7.167], [1.055, 0.311, -1.515], [7.757, -0.839, -7.704], [-9.151, 0.338, 13.967], [-2.857, -2.971, 3.376], [3.419, 1.049, -4.099], [2.881, 0.996, -2.844], [0.375, -0.408, -7.426], [0.875, 0.724, -6.569], [5.025, 0.460, -2.420], [4.753, 0.387, -3.947], [7.619, 3.316, -5.339], [0.581, -1.797, -0.386], [1.840, 1.899, -8.580], [-0.494, -1.193, 0.528], [-6.926, -2.427, 10.042], [6.878, 5.716, -6.932], [-8.808, -0.258, 12.799], [-10.301, 0.070, 14.813], [0.594, -1.081, -1.729], [-6.290, -0.014, 8.481], [-6.547, -1.336, 7.799], [6.155, 4.399, -7.086], [-2.937, -1.534, 3.196], [8.324, -1.500, -8.869], [6.394, 0.745, -8.981], [-4.551, -3.062, 5.147], [-3.559, -3.754, 4.247], [-9.718, -1.347, 12.281], [6.879, 0.181, -7.670], [-2.213, -3.492, 2.802], [-4.050, -2.337, 5.787], [-10.917, -0.717, 14.393], [-3.228, -1.314, 2.166], [0.369, -2.841, -0.565], [5.085, -0.559, -2.069], [1.465, 1.066, -9.163], [-9.315, -1.717, 11.347], [-5.317, -2.555, 4.566], [5.878, -0.023, -9.559], [-0.707, -1.905, 1.312], [1.305, -1.558, -2.389], [-9.772, -2.172, 12.992], [-0.148, -0.275, 0.980], [8.040, -1.162, -6.791], [8.357, 2.566, -5.624], [8.069, -2.560, -8.850], [1.204, -0.898, -7.936], [-1.392, -1.006, -0.047], [-6.201, -3.143, 10.435], [7.229, 1.134, -9.563], [7.934, 5.607, -7.178], [6.782, 6.090, -5.913], [-10.905, 0.973, 14.914], [9.409, -1.404, -8.855], [-5.433, -0.087, 9.151], [-6.079, 0.731, 7.721], [-7.925, -2.756, 10.322], [1.047, 1.068, -3.527], [2.830, 0.431, -4.656], [-5.029, -3.806, 5.774], [4.704, -0.613, -4.357], [-6.739, -1.452, 10.478], [1.543, -1.646, 0.085], [6.033, 2.505, -6.493], [5.531, 0.858, -4.522], [-7.163, 0.302, 9.053], [7.944, -1.063, -9.785], [-0.337, -0.042, -8.165], [8.110, 4.280, -5.252], [5.703, 1.561, -8.781], [1.387, 2.820, -8.945], [-6.995, -3.252, 8.083], [-10.719, -0.957, 12.097], [-3.665, -1.097, 3.870], [-8.504, 1.055, 14.257], [-9.968, -0.236, 15.805], [1.834, 2.451, -6.530], [0.296, 0.911, -1.219], [-0.410, -1.095, -2.140], [5.893, 1.060, -2.216], [-0.124, -1.134, -6.792], [3.982, 2.058, -1.572], [6.435, 6.437, -7.612], [-1.959, -1.089, 3.389], [2.920, 1.969, -8.708], [7.211, 3.040, -4.364]],
  "energy_ha": -1947.5172,
  "e_above_lowest_kcal_mol": 26.3,
  "gap_ev": 7.80,
  "total_charge": 1,
  "homo_energy_ev": -10.228
}



No. 2
{
  "formula": "C24H58MnP2Si4Te",
  "method": "the ωB97M-V functional and the def2-TZVPD basis",
  "symbols": ["Te", "Mn", "P", "P", "Si", "Si", "Si", "Si", "C", "C", "C", "C", "C", "C", "C", "C", "C", "C", "C", "C", "C", "C", "C", "C", "C", "C", "C", "C", "C", "C", "C", "C", "H", "H", "H", "H", "H", "H", "H", "H", "H", "H", "H", "H", "H", "H", "H", "H", "H", "H", "H", "H", "H", "H", "H", "H", "H", "H", "H", "H", "H", "H", "H", "H", "H", "H", "H", "H", "H", "H", "H", "H", "H", "H", "H", "H", "H", "H", "H", "H", "H", "H", "H", "H", "H", "H", "H", "H", "H", "H"],
  "coordinates": [[0.137, 1.115, 2.032], [-0.019, -0.176, -0.094], [0.169, -1.364, -6.570], [0.037, 1.761, -6.461], [-0.023, 0.078, 4.403], [-1.252, 1.946, 5.136], [2.215, 0.176, 5.124], [-0.976, -1.957, 5.194], [0.714, 1.443, -1.356], [1.732, -2.178, -7.118], [-0.709, 1.367, -1.430], [-0.865, -1.536, -1.525], [0.132, -1.722, 1.133], [-0.213, -0.466, -8.173], [3.171, -1.301, 4.439], [0.542, -1.445, -1.740], [-2.996, 1.733, 4.443], [-2.735, -2.096, 4.535], [-1.482, 0.711, -2.562], [-1.013, -1.989, 7.082], [-0.957, -2.795, -6.824], [1.152, 3.204, -6.705], [-1.306, 1.995, 7.028], [2.332, 0.178, 7.007], [1.215, -0.621, -2.804], [0.294, 0.971, -8.145], [0.019, -3.438, 4.586], [-1.556, 2.613, -6.837], [-1.888, -0.762, -2.295], [-0.492, 3.566, 4.516], [2.978, 1.757, 4.433], [1.636, 0.806, -2.363], [-1.768, 3.321, -6.025], [1.030, -3.467, 5.010], [0.926, 3.715, -7.651], [-1.609, -1.168, 7.503], [-3.582, 2.636, 4.675], [-0.856, -1.902, 1.577], [-1.304, -0.501, -8.300], [2.005, -2.937, -6.373], [-0.803, -3.240, -7.817], [3.096, -1.351, 3.343], [-1.892, 2.874, 7.338], [2.824, -2.257, 4.852], [0.503, 3.736, 4.948], [-1.784, 1.104, 7.457], [2.867, 1.815, 3.341], [-2.839, -0.772, -1.740], [-3.396, -1.317, 4.937], [3.395, 0.258, 7.287], [-0.007, -1.945, 7.522], [2.533, 2.661, 4.870], [1.153, 2.214, -0.709], [1.802, 1.029, 7.456], [-0.229, 1.588, -8.887], [1.937, -0.748, 7.449], [-2.369, 1.878, -6.887], [0.904, -1.650, 1.913], [0.104, -3.453, 3.491], [4.053, 1.749, 4.675], [1.584, -2.655, -8.098], [1.178, -2.231, -1.315], [-0.303, 2.091, 7.466], [-1.476, -2.938, 7.397], [0.374, -2.517, 0.422], [-1.290, 2.045, -0.790], [-1.478, 3.153, -7.792], [1.730, 1.456, -3.252], [-2.756, -2.032, 3.438], [0.601, -0.565, -3.718], [-0.749, -3.539, -6.045], [-2.119, -1.269, -3.249], [-3.514, 0.871, 4.884], [-0.503, -4.356, 4.897], [-1.144, 4.392, 4.843], [1.372, 1.018, -8.354], [4.234, -1.183, 4.698], [-1.995, -2.453, -6.723], [2.537, -1.436, -7.180], [-3.141, -3.076, 4.827], [2.656, 0.762, -1.947], [-2.986, 1.605, 3.353], [1.008, 3.894, -5.864], [2.192, 2.854, -6.706], [-1.245, -2.420, -1.006], [-2.404, 1.300, -2.717], [2.130, -1.164, -3.100], [-0.932, 0.786, -3.515], [0.250, -1.031, -8.991], [-0.398, 3.628, 3.422]],
  "energy_ha": -4208.8657,
  "e_above_lowest_kcal_mol": 12.7,
  "multiplicity": 6,
  "gap_ev": [5.50, 6.67],
  "total_charge": 0,
  "homo_energy_ev": [-5.117, -7.178]
}